(1)
Formula: C15H9BCl3F6OS
Source: OMol25
Level of theory: the ωB97M-V functional and the def2-TZVPD basis

Calculated values
LUMO level   0.59 eV
2S+1   1
Gap between HOMO and LUMO   4.281 eV
Total charge   -1
E_tot   -3055.30142 Eh
HOMO energy   -0.1356 Ha

Atoms and positions in Å:
C (-2.633, 1.490, 1.431)
C (-3.358, -1.200, 1.437)
F (-1.101, 5.017, 3.742)
F (-5.521, 0.747, 5.508)
H (0.036, 2.577, 4.502)
H (-2.353, 2.528, 1.428)
S (-0.300, -0.216, 4.683)
Cl (3.132, -1.272, 1.209)
C (-4.325, -0.209, 1.507)
H (0.113, 1.773, 1.255)
H (-3.734, 3.890, 5.997)
Cl (2.370, 1.252, 2.721)
C (-1.634, 0.493, 1.360)
H (-3.646, -2.239, 1.432)
C (-3.956, 1.131, 1.503)
C (-2.034, -0.858, 1.365)
C (-4.851, 1.461, 6.428)
F (-2.382, 5.620, 5.431)
H (-2.932, -0.279, 5.700)
Cl (2.270, 1.206, -0.310)
H (-1.270, -1.614, 1.300)
H (-5.366, -0.485, 1.558)
H (-4.723, 1.887, 1.552)
C (-3.063, 3.085, 5.730)
C (-1.804, 3.375, 5.228)
C (-2.614, 0.743, 5.566)
F (-5.492, 2.618, 6.674)
C (-0.264, 0.765, 1.293)
C (-1.337, 1.020, 5.066)
C (-3.469, 1.770, 5.894)
C (-0.944, 2.352, 4.896)
F (-4.733, 0.748, 7.562)
B (2.016, 0.215, 1.230)
F (-0.283, 5.047, 5.785)
O (0.631, -0.222, 1.286)
C (-1.378, 4.814, 5.041)


(2)
Formula: C15H9BrCl2N2PdS5SbSe4
Source: OMol25
Level of theory: the ωB97M-V functional and the def2-TZVPD basis

Calculated values
LUMO level (alpha / beta)   0.71 / -0.46 eV
2S+1   5
Gap between HOMO and LUMO (alpha / beta)   5.756 / 4.544 eV
Total charge   -1
E_tot   -16145.77608 Eh
HOMO energy (alpha / beta)   -0.1856 / -0.1839 Ha

Atoms and positions in Å:
S (-2.305, -4.628, -0.871)
C (2.848, 2.596, 0.844)
S (-3.064, -3.643, 1.736)
N (1.236, 0.863, 1.047)
H (-1.525, 2.334, -5.220)
H (-1.612, -0.114, -2.960)
Pd (0.385, -0.714, 0.026)
H (4.325, 3.982, 0.210)
Cl (3.207, -1.391, 1.355)
Se (1.769, -0.437, -1.967)
H (0.194, 2.404, -4.828)
C (2.489, 1.224, 1.033)
C (-1.781, 2.016, -0.548)
C (3.557, 0.260, 1.019)
C (4.823, 0.637, 0.665)
S (-1.031, -1.480, 1.744)
H (-1.179, 4.079, -0.516)
C (-1.279, 3.181, -1.107)
Se (2.985, 0.652, -5.610)
H (6.073, 2.229, -0.033)
H (5.592, -0.114, 0.563)
C (-3.350, -4.816, 0.497)
H (-0.620, 0.839, -4.943)
N (-1.868, 0.867, -1.173)
C (-1.389, -3.270, -0.292)
Se (3.045, 3.370, -3.223)
Br (-2.411, 2.069, 1.254)
Cl (1.604, 3.776, 0.980)
C (5.094, 1.970, 0.341)
Sb (3.512, 0.997, -3.221)
S (-0.109, -2.638, -1.221)
C (-0.736, 1.873, -4.620)
C (-0.902, 3.130, -2.437)
C (-1.069, 1.953, -3.163)
C (4.115, 2.952, 0.458)
H (-0.460, 3.997, -2.912)
Se (5.702, 0.233, -2.617)
S (-4.495, -5.979, 0.600)
C (-1.525, 0.847, -2.463)
C (-1.760, -2.784, 0.961)


(3)
Formula: C15H9Cl2LiO2
Source: OMol25
Level of theory: the ωB97M-V functional and the def2-TZVPD basis

Calculated values
ΔE to the lowest compared entry with this formula, charge and spin   1.199 eV
LUMO level   -2.80 eV
2S+1   1
Gap between HOMO and LUMO   3.147 eV
E_tot   -1655.31694 Eh
HOMO energy   -0.2186 Ha

Atoms and positions in Å:
H (-1.862, -1.598, -0.453)
C (-0.676, 0.095, -2.043)
Cl (2.323, 2.866, -1.501)
H (0.234, 1.971, 2.575)
H (-0.010, 3.910, -2.737)
O (-2.532, 3.102, -2.890)
H (1.876, 0.607, 3.838)
C (0.611, 0.667, -1.739)
C (1.385, -1.243, 2.833)
C (-0.209, 2.874, -2.469)
H (2.066, -1.866, 3.414)
C (-1.733, 0.887, -2.334)
C (1.264, 0.130, 3.061)
C (-1.016, -1.888, 0.165)
C (0.792, 2.102, -2.004)
C (-0.475, -3.198, 0.301)
H (-1.271, 0.918, 0.878)
C (-1.587, 2.367, -2.592)
C (-0.507, 0.330, 1.397)
H (-0.740, -4.061, -0.307)
C (0.333, 0.910, 2.350)
C (0.579, -1.856, 1.863)
Li (2.657, 1.039, -0.104)
H (-0.815, -0.979, -2.015)
O (1.527, -0.013, -1.162)
C (-0.360, -1.027, 1.111)
C (0.437, -3.196, 1.386)
H (0.985, -4.047, 1.777)
Cl (-3.277, 0.197, -2.598)


(4)
Formula: C15H9Cl2NaO2
Source: OMol25
Level of theory: the ωB97M-V functional and the def2-TZVPD basis

Calculated values
LUMO level   -1.70 eV
2S+1   1
Gap between HOMO and LUMO   4.295 eV
E_tot   -1810.06528 Eh
HOMO energy   -0.2204 Ha

Atoms and positions in Å:
H (-2.854, -2.773, 1.145)
C (1.513, 1.846, -0.316)
H (1.670, -0.285, -1.893)
C (0.218, -1.554, 0.375)
C (-0.761, -2.333, 0.990)
C (1.981, 0.853, 1.928)
H (-2.505, 0.827, -2.533)
C (-0.263, 0.644, -2.565)
H (-0.472, -3.015, 1.796)
C (-0.160, -0.729, -0.701)
C (-1.580, 0.438, -2.113)
H (-3.562, -1.051, -0.538)
H (1.265, -1.566, 0.704)
C (0.621, -0.056, -1.710)
C (-2.103, -2.163, 0.638)
C (-1.543, -0.477, -0.999)
C (0.762, 1.245, 2.360)
H (0.035, 1.261, -3.411)
H (2.668, 0.350, 2.606)
O (-1.446, 1.729, 1.526)
H (-0.169, 3.125, -0.395)
C (2.281, 0.826, 0.501)
C (0.402, 2.416, 0.200)
C (-0.224, 1.840, 1.389)
Cl (0.212, 0.950, 3.950)
C (-2.508, -1.221, -0.311)
O (2.987, -0.055, -0.024)
Cl (2.310, 2.481, -1.699)
Na (1.224, -3.550, -0.899)


(5)
Formula: C15H9Cl50NPS
Source: OMol25
Level of theory: the ωB97M-V functional and the def2-TZVPD basis

Calculated values
LUMO level   -4.88 eV
2S+1   1
Gap between HOMO and LUMO   7.353 eV
Total charge   +1
E_tot   -24380.38662 Eh
HOMO energy   -0.4495 Ha

Atoms and positions in Å:
Cl (5.820, 10.041, -1.625)
Cl (-2.149, -5.241, 7.424)
Cl (0.736, 2.485, -5.556)
H (-2.945, -5.244, 2.289)
Cl (4.325, -0.395, 3.653)
Cl (2.968, 2.060, 4.315)
Cl (5.843, 1.926, 4.449)
Cl (1.963, 8.453, -5.779)
C (-4.132, 1.665, -0.460)
Cl (-1.946, 4.067, -9.529)
Cl (-4.285, 2.781, 0.895)
Cl (2.293, 5.614, 0.523)
H (-5.523, -4.163, 5.536)
Cl (-4.898, 2.348, -1.887)
C (0.663, -2.226, 6.102)
C (4.419, 1.371, 3.582)
Cl (0.704, 1.386, -2.921)
Cl (-3.435, -6.978, 5.513)
C (2.495, 4.401, -0.742)
Cl (-2.251, -2.195, 0.135)
C (-7.201, -4.721, 4.398)
Cl (-1.711, 1.403, -4.493)
Cl (-4.932, 0.140, -0.046)
P (-2.085, -4.400, 3.013)
Cl (-4.918, -5.962, 7.775)
C (2.901, 6.982, -5.548)
Cl (4.509, 1.850, 1.896)
C (-5.190, -3.668, 3.530)
H (-7.783, -4.338, 3.589)
Cl (-0.328, 1.695, -9.420)
Cl (4.447, 3.296, -7.202)
Cl (2.564, 1.299, -8.039)
C (0.042, 1.227, -4.549)
C (5.971, 8.439, -0.913)
H (-6.840, -5.686, 4.107)
Cl (1.631, 4.911, -2.184)
C (-1.655, -2.636, -1.483)
Cl (6.790, 8.554, 0.641)
Cl (6.468, -3.820, 0.994)
Cl (1.843, 2.854, -0.193)
C (4.714, -3.883, 1.033)
Cl (-2.229, -1.446, -2.628)
Cl (0.788, -3.967, 6.303)
Cl (0.825, 4.287, -8.805)
Cl (4.055, -2.709, -0.110)
S (-3.515, -3.047, 4.082)
C (-3.342, -6.530, 7.228)
Cl (-2.429, 1.375, -0.798)
Cl (4.163, -5.499, 0.604)
H (-7.852, -4.790, 5.239)
N (-1.202, -5.171, 3.992)
H (-5.009, -4.624, 3.099)
Cl (2.091, -1.603, 5.303)
Cl (4.544, 0.658, -6.055)
Cl (4.125, 6.857, -6.811)
Cl (3.678, 7.022, -3.968)
Cl (-2.853, -7.930, 8.154)
H (-6.494, -2.824, 4.954)
H (-1.305, -4.972, 4.984)
Cl (-2.271, -4.235, -1.898)
Cl (0.102, -2.660, -1.455)
C (-0.331, 3.422, -9.815)
Cl (4.146, -3.482, 2.656)
C (4.225, 1.577, -7.529)
Cl (5.336, 1.067, -8.796)
C (-6.077, -3.777, 4.706)
H (-1.442, -3.599, 2.091)
Cl (4.205, 4.195, -1.110)
Cl (-0.751, -1.844, 5.072)
Cl (6.899, 7.398, -1.994)
Cl (1.822, 5.585, -5.641)
Cl (0.102, 3.625, -11.508)
Cl (4.368, 7.738, -0.677)
Cl (0.425, -1.452, 7.659)
Cl (-5.854, -2.679, 2.286)
Cl (-3.273, -1.213, 3.347)
Cl (0.456, -0.356, -5.206)


(6)
Formula: C15H9Cl7O2Ta
Source: OMol25
Level of theory: the ωB97M-V functional and the def2-TZVPD basis

Calculated values
ΔE to the lowest compared entry with this formula, charge and spin   1.302 eV
LUMO level (alpha / beta)   -13.98 / -14.00 eV
2S+1   1
Gap between HOMO and LUMO (alpha / beta)   3.767 / 3.742 eV
Total charge   +3
E_tot   -4004.49726 Eh
HOMO energy (alpha / beta)   -0.6521 / -0.6519 Ha

Atoms and positions in Å:
H (-0.740, -1.815, 3.718)
C (1.762, 2.679, -2.018)
C (1.281, -2.967, 2.438)
Ta (-0.110, 0.792, -0.223)
H (1.773, -3.739, 1.859)
C (2.952, 3.019, 0.544)
H (1.845, -2.020, 2.356)
Cl (3.773, 2.796, 2.089)
H (-3.018, -1.179, 2.726)
C (1.807, 2.270, 0.410)
C (2.995, 3.330, -1.922)
C (-2.733, -2.444, 1.026)
H (-3.733, -2.304, 0.638)
C (-0.479, -3.214, 0.612)
O (-1.054, 0.091, -1.905)
C (-2.989, 1.244, -2.676)
H (-3.957, 1.558, -2.208)
Cl (5.228, 4.051, -0.468)
C (-1.057, -2.118, 2.701)
Cl (-3.221, -0.297, -3.558)
Cl (0.968, 2.390, -3.507)
C (-2.334, -1.871, 2.242)
C (-1.888, 1.155, -1.772)
Cl (0.889, 1.337, 1.901)
O (-1.581, 2.006, -0.831)
Cl (-2.773, 2.439, -4.094)
C (-1.797, -3.124, 0.212)
C (1.246, 2.053, -0.865)
H (-2.057, -3.434, -0.803)
C (-0.151, -2.774, 1.910)
H (1.245, -3.327, 3.482)
C (3.582, 3.549, -0.608)
H (0.273, -3.606, -0.080)
Cl (4.055, 3.473, -3.326)


(7)
Formula: C15H9ClO6P
Source: OMol25
Level of theory: the ωB97M-V functional and the def2-TZVPD basis

Calculated values
ΔE to the lowest compared entry with this formula, charge and spin   0.000 eV
LUMO level   1.37 eV
2S+1   1
Gap between HOMO and LUMO   6.268 eV
Total charge   -1
E_tot   -1830.16889 Eh
HOMO energy   -0.1801 Ha

Atoms and positions in Å:
C (0.047, 1.647, 0.249)
H (5.601, -0.754, 0.536)
C (2.616, 0.539, -0.341)
H (5.486, 1.158, 2.135)
C (2.533, 1.594, 0.568)
Cl (0.489, -2.770, -1.023)
C (3.577, 1.826, 1.453)
O (-4.648, -1.427, 0.188)
C (1.285, 2.421, 0.553)
H (3.740, -1.117, -1.075)
O (1.296, 3.615, 0.761)
C (4.753, -0.082, 0.541)
H (-2.252, -2.835, -0.857)
C (-1.165, 1.947, 0.862)
H (3.527, 2.651, 2.151)
O (-5.618, -3.059, -1.000)
C (-5.503, -2.355, 0.227)
O (-6.224, -2.739, 1.140)
O (-2.283, -2.382, -1.711)
C (4.680, 0.980, 1.433)
H (-3.223, 1.362, 1.081)
H (-4.964, -2.598, -1.540)
C (3.722, -0.299, -0.367)
H (-1.225, 2.778, 1.552)
C (-0.995, -0.206, -0.928)
P (-0.906, -1.617, -2.102)
C (0.129, 0.578, -0.648)
O (1.616, 0.070, -2.446)
C (-2.276, 1.167, 0.595)
C (-2.197, 0.094, -0.288)
H (-3.082, -0.528, -0.427)
C (1.464, 0.344, -1.276)


(8)
Formula: C15H9F3O5
Source: OMol25
Level of theory: the ωB97M-V functional and the def2-TZVPD basis

Calculated values
LUMO level   -2.31 eV
2S+1   1
Gap between HOMO and LUMO   7.281 eV
SMILES   CC(=O)OC(=O)Cc1cccc2c1C(=O)C(C(F)(F)F)=CC2=O
E_tot   -1252.18063 Eh
HOMO energy   -0.3526 Ha

Atoms and positions in Å:
F (1.569, -0.880, -3.925)
C (2.493, -0.753, -2.738)
H (-1.498, 0.761, 3.747)
H (2.107, 3.879, 2.545)
O (-0.490, 0.154, -1.966)
C (2.098, 0.523, -1.787)
H (4.151, 1.659, -1.836)
C (1.349, 2.993, 2.291)
H (-2.162, -1.052, 2.198)
H (-1.069, -3.701, -0.217)
C (-0.660, 0.510, 1.477)
O (-3.609, -1.521, -0.545)
F (2.343, -2.066, -2.005)
C (0.392, 1.096, 0.364)
C (0.534, 0.534, -1.197)
C (-2.236, -3.820, -0.405)
H (0.270, 2.923, 4.547)
O (-2.234, -2.335, -2.481)
C (3.038, 1.654, -1.421)
C (1.425, 2.348, 0.766)
H (-0.970, -1.655, 0.828)
F (3.857, -0.567, -3.284)
C (-2.882, -0.418, 0.112)
H (-2.445, -4.799, -1.014)
C (0.285, 2.443, 3.457)
C (-2.698, -2.459, -1.224)
H (-2.793, -3.787, 0.627)
C (-1.662, -0.747, 1.158)
C (2.509, 2.866, -0.398)
O (-3.195, 0.863, -0.148)
C (-0.699, 1.204, 2.980)
O (2.880, 4.151, -0.507)


What did the sixth record say?
Formula: C15H9Cl7O2Ta
Source: OMol25
Level of theory: the ωB97M-V functional and the def2-TZVPD basis

Calculated values
ΔE to the lowest compared entry with this formula, charge and spin   1.302 eV
LUMO level (alpha / beta)   -13.98 / -14.00 eV
2S+1   1
Gap between HOMO and LUMO (alpha / beta)   3.767 / 3.742 eV
Total charge   +3
E_tot   -4004.49726 Eh
HOMO energy (alpha / beta)   -0.6521 / -0.6519 Ha

Atoms and positions in Å:
H (-0.740, -1.815, 3.718)
C (1.762, 2.679, -2.018)
C (1.281, -2.967, 2.438)
Ta (-0.110, 0.792, -0.223)
H (1.773, -3.739, 1.859)
C (2.952, 3.019, 0.544)
H (1.845, -2.020, 2.356)
Cl (3.773, 2.796, 2.089)
H (-3.018, -1.179, 2.726)
C (1.807, 2.270, 0.410)
C (2.995, 3.330, -1.922)
C (-2.733, -2.444, 1.026)
H (-3.733, -2.304, 0.638)
C (-0.479, -3.214, 0.612)
O (-1.054, 0.091, -1.905)
C (-2.989, 1.244, -2.676)
H (-3.957, 1.558, -2.208)
Cl (5.228, 4.051, -0.468)
C (-1.057, -2.118, 2.701)
Cl (-3.221, -0.297, -3.558)
Cl (0.968, 2.390, -3.507)
C (-2.334, -1.871, 2.242)
C (-1.888, 1.155, -1.772)
Cl (0.889, 1.337, 1.901)
O (-1.581, 2.006, -0.831)
Cl (-2.773, 2.439, -4.094)
C (-1.797, -3.124, 0.212)
C (1.246, 2.053, -0.865)
H (-2.057, -3.434, -0.803)
C (-0.151, -2.774, 1.910)
H (1.245, -3.327, 3.482)
C (3.582, 3.549, -0.608)
H (0.273, -3.606, -0.080)
Cl (4.055, 3.473, -3.326)